No. 1
C19H51Br2F3GaN7O4P3 | ωB97M-V with the def2-TZVPD basis set

The geometry in XYZ format:
```
90
Properties=species:S:1:pos:R:3:lowdin_charge:R:1
C -0.53 -5.87 2.65 -0.08
C -1.91 -5.15 2.78 -0.31
O -1.91 -4.35 3.94 -0.26
C -2.05 -2.94 3.66 -0.31
Ga -0.23 -1.97 3.43 0.32
C -0.23 -0.79 1.73 -0.33
C 1.18 -0.16 1.64 -0.31
C 1.34 1.00 0.64 -0.77
F 1.77 0.62 -0.59 -0.02
Br 2.77 2.19 1.39 0.75
C 0.10 1.92 0.45 -0.94
F -0.46 2.28 1.59 0.07
F 0.52 3.08 -0.12 -0.07
Br -1.21 1.21 -0.81 0.82
P 0.02 -0.52 5.30 0.59
N -1.47 0.42 5.44 -0.28
O 0.14 -1.46 6.71 -0.45
H -0.54 -6.85 3.15 0.06
H -0.26 -6.05 1.60 0.05
H 0.21 -5.24 3.15 0.04
H -2.10 -4.59 1.86 0.10
H -2.65 -5.95 2.93 0.10
H -2.59 -2.49 4.50 0.04
H -2.65 -2.75 2.76 0.04
H 1.02 -2.98 3.39 -0.05
H -0.47 -1.43 0.87 0.04
H -1.04 -0.06 1.85 0.02
H 1.85 -0.96 1.28 0.12
H 1.58 0.14 2.61 0.05
H -1.30 1.22 6.05 -0.01
H -1.71 0.78 4.52 -0.01
H 1.05 -1.39 7.01 -0.01
O 0.31 9.99 2.14 -0.32
P 0.32 8.77 1.22 0.74
N 1.40 9.39 0.01 -0.36
C 1.02 10.49 -0.85 -0.13
C 2.75 9.58 0.51 -0.15
N -1.33 8.80 0.80 -0.32
C -1.88 8.89 -0.53 -0.14
C -2.24 9.44 1.75 -0.14
N 0.41 7.15 0.48 -0.29
C 0.63 6.11 1.51 -0.13
C 1.16 6.81 -0.71 -0.13
H 1.79 10.65 -1.61 0.08
H 0.87 11.44 -0.31 0.09
H 0.12 10.27 -1.42 0.05
H 3.11 8.65 0.97 0.08
H 2.81 10.38 1.26 0.08
H 3.44 9.82 -0.31 0.08
H -1.94 9.93 -0.87 0.08
H -2.88 8.47 -0.57 0.08
H -1.29 8.33 -1.26 0.07
H -2.23 10.54 1.63 0.08
H -1.97 9.20 2.77 0.07
H -3.26 9.09 1.59 0.08
H 1.66 6.14 1.88 0.08
H 0.43 5.12 1.11 0.06
H -0.04 6.26 2.36 0.08
H 2.25 6.84 -0.56 0.08
H 0.90 7.45 -1.55 0.07
H 0.90 5.79 -1.01 0.09
O 1.31 -6.56 -1.47 -0.30
P 0.90 -6.87 -2.90 0.73
N -0.20 -5.56 -3.13 -0.36
C -1.46 -5.48 -2.42 -0.11
C 0.46 -4.26 -3.13 -0.14
N 0.17 -8.39 -2.61 -0.32
C -1.19 -8.76 -2.92 -0.14
C 0.63 -9.11 -1.42 -0.14
N 0.82 -7.25 -4.65 -0.30
C 2.17 -7.46 -5.21 -0.15
C 0.01 -6.56 -5.63 -0.14
H -2.05 -4.65 -2.80 0.08
H -1.34 -5.36 -1.34 0.09
H -2.08 -6.36 -2.60 0.05
H 1.29 -4.26 -3.86 0.07
H 0.87 -4.01 -2.15 0.08
H -0.23 -3.47 -3.44 0.08
H -1.88 -8.46 -2.12 0.08
H -1.27 -9.84 -3.04 0.08
H -1.54 -8.33 -3.86 0.07
H 0.13 -8.74 -0.51 0.08
H 1.70 -9.02 -1.30 0.07
H 0.41 -10.18 -1.52 0.08
H 2.71 -6.51 -5.31 0.08
H 2.13 -7.94 -6.19 0.07
H 2.75 -8.12 -4.55 0.08
H 0.35 -5.53 -5.82 0.08
H -1.04 -6.53 -5.33 0.07
H 0.04 -7.11 -6.58 0.08
```

Calculated values
HOMO-LUMO gap	4.485	eV
highest occupied orbital energy	-3.13	eV
F_max	0.1252	hartree/bohr
charge	-1
electronic energy	-267627.54141	eV



No. 2
C19H52BN4O6S | ωB97M-V with the def2-TZVPD basis set

The geometry in XYZ format:
```
83
Properties=species:S:1:pos:R:3:lowdin_charge:R:1
O 7.05 4.01 0.55 -0.09
C 5.97 3.55 -0.10 -0.30
O 5.91 2.12 -0.47 -0.03
C 4.72 4.61 -0.43 -0.12
C 3.39 3.92 0.31 -0.30
B 1.99 4.75 0.04 -0.93
S 0.93 3.72 -1.17 0.46
H 5.25 1.94 -1.20 0.12
H 4.53 4.75 -1.57 0.12
H 4.98 5.61 0.13 0.12
H 3.32 2.77 -0.01 0.07
H 3.62 3.91 1.49 0.07
H 1.39 4.74 1.07 -0.02
H 2.14 5.87 -0.31 0.00
H 1.20 2.38 -0.77 -0.17
C 3.12 2.01 4.65 -0.07
C 4.39 2.66 4.11 -0.41
C 5.51 2.79 5.17 -0.20
O 5.32 3.87 6.09 -0.20
C 4.47 3.56 7.19 -0.12
N 4.05 3.96 3.52 0.04
H 2.54 2.68 5.29 0.06
H 2.46 1.72 3.82 0.07
H 3.35 1.11 5.22 0.07
H 4.77 2.01 3.31 0.14
H 6.44 3.02 4.64 0.12
H 5.68 1.85 5.70 0.11
H 4.58 2.52 7.51 0.09
H 3.43 3.77 6.92 0.07
H 4.73 4.21 8.02 0.08
H 4.89 4.35 3.08 0.08
H 3.86 4.61 4.29 0.08
C -3.76 1.09 -0.08 -0.07
C -2.96 0.08 -0.90 -0.43
C -2.00 -0.78 -0.05 -0.20
O -0.80 -0.11 0.34 -0.20
C -0.93 0.70 1.50 -0.10
N -2.25 0.79 -1.97 0.05
H -3.16 1.94 0.24 0.07
H -4.59 1.50 -0.68 0.07
H -4.19 0.62 0.80 0.07
H -3.69 -0.60 -1.37 0.11
H -1.67 -1.63 -0.67 0.11
H -2.51 -1.21 0.82 0.11
H -1.63 0.27 2.23 0.08
H -1.25 1.71 1.22 0.08
H 0.05 0.79 1.97 0.08
H -1.79 0.10 -2.57 0.07
H -1.47 1.29 -1.54 0.06
C 1.70 -6.08 0.25 -0.08
C 1.05 -4.95 1.04 -0.43
C -0.50 -5.02 1.05 -0.20
O -1.12 -4.57 -0.16 -0.20
C -1.19 -5.55 -1.18 -0.11
N 1.53 -3.66 0.51 0.04
H 1.60 -5.95 -0.83 0.06
H 2.77 -6.13 0.47 0.08
H 1.26 -7.05 0.52 0.07
H 1.39 -5.04 2.07 0.13
H -0.85 -4.34 1.83 0.12
H -0.86 -6.02 1.33 0.11
H -1.36 -6.56 -0.77 0.09
H -0.29 -5.53 -1.78 0.07
H -2.03 -5.30 -1.83 0.09
H 1.16 -2.91 1.09 0.07
H 1.06 -3.51 -0.39 0.07
C -4.83 -2.80 -6.01 -0.08
C -4.57 -1.71 -4.98 -0.43
C -5.76 -1.44 -4.03 -0.20
O -6.82 -0.67 -4.62 -0.19
C -7.73 -1.43 -5.39 -0.11
N -4.16 -0.48 -5.68 0.04
H -5.50 -2.47 -6.81 0.06
H -3.90 -3.11 -6.48 0.08
H -5.28 -3.68 -5.54 0.08
H -3.73 -2.05 -4.36 0.13
H -5.40 -0.85 -3.19 0.11
H -6.15 -2.38 -3.61 0.12
H -7.90 -2.43 -4.98 0.09
H -7.38 -1.50 -6.43 0.07
H -8.69 -0.90 -5.40 0.09
H -3.89 0.22 -4.98 0.07
H -4.99 -0.08 -6.11 0.07
```

Calculated values
HOMO-LUMO gap	5.795	eV
highest occupied orbital energy	-3.81	eV
F_max	0.1579	hartree/bohr
charge	-1
electronic energy	-50300.66476	eV



No. 3
C19H53BNO11P2 | ωB97M-V with the def2-TZVPD basis set

The geometry in XYZ format:
```
87
Properties=species:S:1:pos:R:3:lowdin_charge:R:1
C 2.75 -0.48 -3.48 -0.06
B 2.47 1.07 -3.66 -0.55
O 3.58 1.82 -4.14 0.00
P 0.73 1.89 -3.32 0.55
O 0.53 1.98 -5.14 -0.33
C -0.65 1.31 -5.39 -0.38
C -1.62 1.96 -4.39 -0.62
P -3.19 1.04 -4.22 0.72
N -3.04 -0.28 -3.37 -0.32
O -1.01 2.39 -3.23 -0.36
H 1.86 -1.01 -3.17 0.03
H 3.53 -0.66 -2.74 0.04
H 3.08 -0.85 -4.45 0.05
H 3.70 1.59 -5.08 0.09
H 0.18 0.55 -3.26 0.02
H 0.90 1.98 -1.86 -0.02
H 1.19 3.26 -3.39 0.00
H -1.07 1.47 -6.38 0.10
H -0.55 0.23 -5.31 0.09
H -1.92 2.89 -4.91 0.10
H -3.56 0.73 -5.55 -0.01
H -4.14 1.92 -3.66 -0.01
H -3.66 -0.29 -2.58 -0.09
C -6.73 -0.13 -2.08 -0.11
O -6.18 0.85 -1.21 -0.19
C -7.15 1.75 -0.71 -0.21
C -7.53 1.43 0.71 -0.20
O -8.24 0.20 0.79 -0.21
C -7.44 -0.86 1.27 -0.11
H -5.95 -0.86 -2.29 0.08
H -7.58 -0.63 -1.63 0.08
H -7.03 0.34 -3.03 0.09
H -8.04 1.76 -1.35 0.13
H -6.70 2.75 -0.74 0.13
H -8.20 2.22 1.09 0.11
H -6.65 1.41 1.35 0.13
H -7.21 -0.72 2.33 0.09
H -6.51 -0.94 0.71 0.09
H -8.00 -1.78 1.15 0.09
C 7.60 -1.88 0.49 -0.11
O 8.37 -2.64 -0.44 -0.21
C 7.58 -3.57 -1.17 -0.21
C 7.29 -3.09 -2.57 -0.21
O 6.43 -1.97 -2.56 -0.19
C 7.10 -0.74 -2.79 -0.10
H 8.25 -1.10 0.88 0.08
H 6.73 -1.43 0.01 0.09
H 7.28 -2.52 1.32 0.09
H 6.65 -3.79 -0.64 0.13
H 8.16 -4.50 -1.23 0.12
H 6.78 -3.89 -3.12 0.13
H 8.22 -2.86 -3.10 0.12
H 7.44 -0.69 -3.83 0.09
H 7.95 -0.62 -2.12 0.08
H 6.39 0.07 -2.62 0.09
C 9.62 -1.12 4.13 -0.11
O 11.01 -0.85 4.09 -0.19
C 11.80 -1.87 4.68 -0.21
C 12.46 -2.74 3.64 -0.21
O 11.51 -3.51 2.93 -0.19
C 11.22 -3.00 1.64 -0.10
H 9.12 -0.37 3.53 0.09
H 9.40 -2.11 3.72 0.08
H 9.24 -1.06 5.16 0.09
H 11.20 -2.48 5.36 0.12
H 12.58 -1.37 5.27 0.12
H 13.14 -3.43 4.14 0.12
H 13.05 -2.12 2.95 0.13
H 12.07 -3.14 0.97 0.09
H 10.95 -1.94 1.67 0.08
H 10.37 -3.56 1.24 0.08
C -10.93 1.86 2.18 -0.10
O -10.36 2.83 3.05 -0.19
C -11.31 3.75 3.57 -0.21
C -11.68 3.43 4.99 -0.21
O -12.41 2.21 5.08 -0.19
C -11.63 1.12 5.54 -0.11
H -10.16 1.12 1.96 0.07
H -11.79 1.36 2.63 0.09
H -11.23 2.34 1.24 0.09
H -12.20 3.78 2.94 0.13
H -10.84 4.74 3.54 0.12
H -12.32 4.22 5.38 0.12
H -10.78 3.38 5.62 0.13
H -11.37 1.24 6.60 0.09
H -10.71 1.01 4.95 0.08
H -12.23 0.22 5.42 0.09
```

Calculated values
HOMO-LUMO gap	5.775	eV
highest occupied orbital energy	-3.65	eV
F_max	0.0484	hartree/bohr
charge	-1
electronic energy	-63822.77553	eV